Entry 1:
The following is a quantum chemistry calculation of a molecular structure, C4H16O12V2 in a non-equilibrium geometry, from the OMol25 dataset.

E_HOMO, hartree: -0.2828
Gap between HOMO and LUMO, eV: 3.744
Maximum force, eV/A: 6.69
Lowest unoccupied orbital energy, Eh: -0.14520

Geometry (Å):
O (-7.81, 22.62, -18.31)
V (-6.42, 22.17, -17.75)
O (-6.62, 21.98, -16.14)
O (-3.48, 20.55, -24.92)
V (-4.44, 21.11, -23.75)
O (-5.67, 21.91, -24.30)
C (-3.43, 21.25, -20.03)
O (-2.60, 21.00, -20.88)
O (-4.56, 21.49, -20.47)
O (-3.33, 21.29, -18.79)
O (0.14, 22.70, -17.98)
H (-0.73, 22.29, -18.02)
H (0.63, 22.28, -18.69)
O (-3.13, 18.83, -15.47)
H (-3.99, 18.42, -15.46)
H (-3.17, 19.47, -16.17)
O (-2.75, 23.92, -24.08)
H (-2.31, 24.09, -23.25)
H (-2.06, 23.97, -24.74)
O (1.00, 22.54, -22.10)
H (0.21, 22.02, -22.01)
H (1.32, 22.35, -22.98)
C (0.91, 17.08, -22.18)
C (0.38, 16.57, -20.83)
C (1.34, 15.60, -20.14)
O (0.34, 17.70, -19.96)
H (1.87, 17.59, -22.21)
H (0.15, 17.69, -22.67)
H (1.00, 16.20, -22.82)
H (-0.58, 16.11, -21.05)
H (1.09, 15.47, -19.08)
H (2.34, 16.01, -20.29)
H (1.30, 14.56, -20.48)
H (-0.26, 18.33, -20.37)

Entry 2:
The following is a quantum chemistry calculation of a molecular structure, C30H38CrN2O7P2Sb in a non-equilibrium geometry, from the OMol25 dataset.

E_HOMO (alpha / beta), hartree: -0.4878 / -0.4891
Spin multiplicity: 2
Gap between HOMO and LUMO (alpha / beta), eV: 7.906 / 8.353
⟨S²⟩: 0.773
Maximum force, eV/A: 1.27
Lowest unoccupied orbital energy (alpha / beta), Eh: -0.19725 / -0.18211
Charge: +2

Geometry (Å):
Cr (-0.24, 0.28, -0.11)
C (-2.75, -3.26, 1.15)
C (-2.91, -1.74, 1.19)
O (-4.04, -1.32, 1.97)
P (-3.09, -1.02, -0.48)
O (-4.01, -1.95, -1.34)
O (-3.88, 0.31, -0.28)
O (-1.75, -0.73, -1.12)
P (-1.40, -0.96, 1.90)
O (-1.32, -1.41, 3.40)
O (-1.43, 0.56, 1.68)
O (-0.23, -1.48, 1.09)
H (-3.66, -3.71, 0.75)
H (-2.57, -3.64, 2.15)
H (-1.91, -3.55, 0.52)
H (-4.64, -2.07, 2.08)
H (-3.60, -2.41, -2.08)
H (-4.61, 0.30, 0.36)
H (-2.05, -1.12, 3.96)
N (4.26, 1.17, 2.04)
C (3.54, 2.35, 1.42)
C (2.48, 1.83, 0.47)
N (1.49, 0.94, 1.12)
C (2.21, -0.18, 1.77)
C (3.27, 0.28, 2.75)
H (4.99, 1.49, 2.69)
H (4.73, 0.64, 1.31)
H (4.28, 2.96, 0.91)
H (3.11, 2.91, 2.25)
H (2.94, 1.28, -0.35)
H (1.97, 2.69, 0.04)
H (0.99, 1.48, 1.83)
H (2.64, -0.80, 0.98)
H (1.50, -0.82, 2.30)
H (3.82, -0.56, 3.18)
H (2.85, 0.88, 3.55)
C (-5.72, 4.49, 0.51)
C (-4.63, 4.68, 1.35)
C (-3.39, 4.12, 1.03)
C (-3.26, 3.37, -0.13)
C (-4.35, 3.18, -0.98)
C (-5.58, 3.74, -0.65)
Sb (-1.40, 2.57, -0.75)
C (-0.12, 4.05, 0.07)
C (0.59, 4.98, -0.69)
C (1.46, 5.87, -0.07)
C (1.61, 5.85, 1.31)
C (0.90, 4.94, 2.08)
C (0.04, 4.03, 1.46)
C (-1.57, 3.03, -2.78)
C (-1.83, 4.34, -3.19)
C (-2.01, 4.62, -4.53)
C (-1.94, 3.60, -5.47)
C (-1.69, 2.30, -5.07)
C (-1.50, 2.00, -3.73)
H (-6.67, 4.93, 0.76)
H (-4.73, 5.27, 2.25)
H (-2.55, 4.29, 1.69)
H (-4.25, 2.62, -1.90)
H (-6.42, 3.60, -1.32)
H (0.47, 5.02, -1.76)
H (2.00, 6.60, -0.66)
H (2.27, 6.57, 1.80)
H (0.98, 4.95, 3.16)
H (-0.52, 3.33, 2.07)
H (-1.93, 5.13, -2.46)
H (-2.21, 5.64, -4.85)
H (-2.09, 3.83, -6.52)
H (-1.65, 1.50, -5.81)
H (-1.29, 0.98, -3.42)
C (2.44, -0.02, -4.02)
C (1.93, -1.09, -3.29)
C (1.17, -0.86, -2.15)
C (0.91, 0.45, -1.72)
C (1.43, 1.52, -2.46)
C (2.19, 1.29, -3.60)
H (3.02, -0.20, -4.91)
H (2.12, -2.10, -3.62)
H (0.78, -1.72, -1.61)
H (1.25, 2.55, -2.17)
H (2.57, 2.12, -4.17)

Entry 3:
The following is a quantum chemistry calculation of 12 unconnected molecules or ions with the total composition H24O12 in a non-equilibrium geometry, from the OMol25 dataset.

E_HOMO (alpha / beta), hartree: 0.0135 / -0.2835
Spin multiplicity: 2
Energy relative to the best compared isomer or geometry (same formula, charge and spin), kcal/mol: 39.2
Gap between HOMO and LUMO (alpha / beta), eV: 2.655 / 10.632
⟨S²⟩: 0.751
Maximum force, eV/A: 2.22
Lowest unoccupied orbital energy (alpha / beta), Eh: 0.11102 / 0.10718
Charge: -1

Geometry (Å):
O (3.15, 0.49, -0.20)
H (2.67, 0.03, 0.51)
H (3.48, 1.32, 0.17)
O (-0.56, -2.68, 0.10)
H (-0.43, -2.02, -0.59)
H (-1.41, -3.08, -0.08)
O (0.19, 0.82, -0.58)
H (0.27, 0.07, -1.19)
H (1.02, 1.31, -0.66)
O (1.11, -0.47, 1.66)
H (1.08, 0.41, 2.07)
H (0.45, -0.37, 0.95)
O (-1.66, 0.17, -2.01)
H (-1.73, 0.89, -1.38)
H (-1.59, 0.41, -2.94)
O (-1.90, 2.78, -0.22)
H (-1.96, 2.38, -1.10)
H (-0.98, 2.75, 0.07)
O (-3.07, 1.41, 2.36)
H (-3.63, 0.62, 2.38)
H (-2.89, 1.68, 1.44)
O (2.95, -1.83, 3.13)
H (2.13, -1.59, 2.64)
H (2.97, -2.75, 2.84)
O (-3.60, 2.07, -2.53)
H (-3.67, 1.14, -2.27)
H (-3.74, 2.72, -1.85)
O (-0.54, 2.21, 2.25)
H (-0.41, 2.39, 3.19)
H (-1.37, 1.68, 2.27)
O (2.51, -1.25, -2.30)
H (2.97, -0.52, -1.85)
H (2.36, -0.96, -3.20)
O (1.79, -3.92, -0.82)
H (2.49, -3.46, -1.28)
H (1.58, -4.83, -0.99)

Entry 4:
The following is a quantum chemistry calculation of 2 unconnected molecules or ions with the total composition C3H10O in a non-equilibrium geometry, from the OMol25 dataset.

E_HOMO, hartree: -0.4158
Energy relative to the best compared isomer or geometry (same formula, charge and spin), kcal/mol: 3.9
Gap between HOMO and LUMO, eV: 12.164
Maximum force, eV/A: 1.35
Lowest unoccupied orbital energy, Eh: 0.03119
Structure (SMILES): CCC.O

Geometry (Å):
C (-0.05, -1.06, -0.33)
C (-1.07, 0.16, -0.51)
C (-0.78, 1.06, -1.74)
H (-0.58, -1.90, 0.14)
H (0.85, -0.83, 0.26)
H (0.26, -1.36, -1.35)
H (-1.04, 0.78, 0.41)
H (-2.10, -0.23, -0.61)
H (0.28, 1.35, -1.74)
H (-1.40, 1.98, -1.73)
H (-1.00, 0.51, -2.67)
O (1.81, -0.17, 3.23)
H (2.31, -0.33, 4.06)
H (2.51, 0.03, 2.56)

Entry 5:
The following is a quantum chemistry calculation of 2 unconnected molecules or ions with the total composition C6H12O in a non-equilibrium geometry, from the OMol25 dataset.

E_HOMO (alpha / beta), hartree: -0.5331 / -0.5596
Spin multiplicity: 2
Energy relative to the best compared isomer or geometry (same formula, charge and spin), kcal/mol: 30.9
Gap between HOMO and LUMO (alpha / beta), eV: 8.843 / 7.489
⟨S²⟩: 0.783
Maximum force, eV/A: 1.90
Lowest unoccupied orbital energy (alpha / beta), Eh: -0.20810 / -0.28438
Charge: +1

Geometry (Å):
C (2.27, -0.95, -1.47)
C (0.80, -0.55, -1.51)
C (-1.84, 2.37, 1.50)
C (-0.71, 1.69, 1.16)
C (-0.70, 0.67, 0.17)
C (0.29, -0.23, -0.12)
H (2.87, -0.37, -0.76)
H (2.71, -0.66, -2.42)
H (2.51, -1.99, -1.26)
H (0.13, -1.36, -1.82)
H (0.66, 0.33, -2.12)
H (-2.82, 2.21, 1.08)
H (-1.70, 3.21, 2.17)
H (0.21, 1.84, 1.72)
H (-1.42, 0.88, -0.63)
H (0.83, -0.86, 0.59)
H (-0.59, -2.06, 1.26)
H (-2.04, -1.71, 1.35)
O (-1.46, -2.45, 1.12)

Entry 6:
The following is a quantum chemistry calculation of a molecular structure, C27H25FN6O4S, from the OMol25 dataset.

E_HOMO, hartree: -0.3028
Gap between HOMO and LUMO, eV: 8.195
Maximum force, eV/A: 0.91
Lowest unoccupied orbital energy, Eh: -0.00167

Geometry (Å):
C (-6.33, -0.22, -0.22)
H (-6.14, 0.86, -0.33)
O (-5.44, -0.98, -1.00)
C (-4.11, -0.86, -0.78)
C (-3.53, -0.07, 0.20)
C (-2.16, -0.01, 0.33)
C (-1.33, -0.75, -0.50)
C (-1.91, -1.54, -1.49)
C (-3.28, -1.60, -1.63)
H (-3.73, -2.22, -2.39)
H (-1.28, -2.12, -2.15)
C (0.18, -0.65, -0.41)
N (0.72, -1.04, 0.88)
C (2.00, -0.80, 1.27)
O (2.34, -0.98, 2.44)
C (2.98, -0.31, 0.31)
C (4.22, 0.22, 0.71)
N (4.60, 0.51, 1.97)
H (4.06, 0.09, 2.71)
H (5.56, 0.79, 2.09)
C (5.03, 0.47, -0.44)
N (4.49, 0.14, -1.59)
S (3.00, -0.45, -1.42)
C (6.40, 1.01, -0.36)
O (6.95, 1.27, 0.70)
N (7.00, 1.16, -1.56)
H (6.50, 0.91, -2.39)
H (7.94, 1.51, -1.61)
C (-0.11, -1.83, 1.78)
C (-0.69, -3.03, 1.09)
C (-2.03, -3.39, 1.26)
C (-2.52, -4.49, 0.59)
C (-1.66, -5.19, -0.24)
N (-0.39, -4.87, -0.40)
C (0.08, -3.82, 0.25)
H (1.13, -3.61, 0.10)
H (-2.00, -6.05, -0.80)
H (-3.55, -4.79, 0.70)
H (-2.67, -2.80, 1.91)
H (-0.91, -1.23, 2.22)
H (0.56, -2.15, 2.59)
C (0.43, 0.83, -0.77)
O (0.44, 1.20, -1.92)
N (0.53, 1.66, 0.29)
H (0.45, 1.28, 1.22)
C (0.31, 3.09, 0.14)
C (-1.17, 3.35, 0.20)
C (-1.95, 3.13, -0.93)
C (-3.33, 3.22, -0.86)
C (-3.92, 3.52, 0.36)
C (-3.17, 3.76, 1.49)
C (-1.79, 3.67, 1.41)
H (-1.19, 3.84, 2.29)
H (-3.66, 4.00, 2.42)
F (-5.26, 3.57, 0.44)
H (-3.95, 3.04, -1.72)
H (-1.48, 2.87, -1.86)
H (0.71, 3.37, -0.84)
H (0.85, 3.62, 0.92)
H (0.61, -1.27, -1.21)
H (-1.75, 0.63, 1.09)
H (-4.14, 0.52, 0.87)
H (-6.27, -0.49, 0.84)
H (-7.33, -0.45, -0.60)

Entry 7:
The following is a quantum chemistry calculation of 2 unconnected molecules or ions with the total composition C8H16FO2P in a non-equilibrium geometry, from the OMol25 dataset.

E_HOMO, hartree: -0.3182
Energy relative to the best compared isomer or geometry (same formula, charge and spin), kcal/mol: 102.3
Gap between HOMO and LUMO, eV: 9.538
Maximum force, eV/A: 5.28
Lowest unoccupied orbital energy, Eh: 0.03230
Structure (SMILES): CCC(=C=O)CC.CCOPF

Geometry (Å):
C (-2.02, 1.79, 1.68)
C (-1.69, 0.89, 0.49)
C (-0.61, 1.48, -0.52)
C (0.47, 2.05, -0.23)
O (1.53, 2.50, -0.03)
C (-0.89, 1.08, -1.93)
C (-0.73, -0.45, -2.05)
H (-2.88, 1.57, 2.15)
H (-1.20, 1.84, 2.40)
H (-2.26, 2.77, 1.44)
H (-1.41, -0.13, 1.04)
H (-2.55, 0.76, -0.12)
H (-1.97, 1.45, -2.04)
H (-0.19, 1.58, -2.55)
H (-0.96, -0.93, -2.97)
H (0.21, -0.75, -1.83)
H (-1.46, -0.90, -1.22)
C (2.66, -2.29, 0.30)
C (2.31, -1.21, 1.27)
O (2.71, -0.04, 0.68)
P (3.55, 1.33, 1.16)
F (2.50, 1.68, 2.43)
H (2.08, -2.08, -0.72)
H (3.70, -2.33, 0.15)
H (2.18, -3.21, 0.71)
H (2.67, -1.44, 2.29)
H (1.15, -1.15, 1.45)
H (4.42, 0.57, 2.23)